ORCA calculation (wB97M-V/def2-TZVPD) on the molecule C3H6N2O3.

The calculation puts the gap between HOMO and LUMO at 9.80 eV. Its energy above the lowest of the compared OMol25 structures with the same formula, charge and spin is 164.0 kcal/mol. Its SMILES is OC[C@@H]1ON=CNO1. The value obtained for the maximum force is 0.0863 hartree/bohr. As for the charge: 0. As for the multiplicity: 1.

Element x y z (Å)
O 1.79182 -1.93192 0.22862
C 1.39676 -0.63135 0.87657
C 0.09255 -0.17658 0.23086
O 0.19011 -0.31501 -1.13665
N -1.11509 -0.30559 -1.64574
C -1.68987 0.75610 -1.05009
N -1.08692 1.58739 -0.10216
O -0.04056 1.09416 0.65792
H 1.94780 -1.70612 -0.82058
H 1.17468 -0.94567 2.04387
H 2.41016 -0.01299 0.81056
H -0.76613 -0.72079 0.58445
H -2.54502 1.24398 -1.31304
H -1.76028 2.06438 0.63541

Atomic forces in eV per Å
O 0.0471 2.1327 -2.7206
C 2.3667 -3.2286 1.4653
C 2.9563 -1.8093 1.6107
O 0.1443 -0.5255 -0.1032
N -1.9871 3.9122 0.6789
C 3.5471 -2.1559 0.0504
N -2.5878 1.8440 1.6359
O 0.0340 1.9592 -0.3016
H -0.7615 -0.7501 4.0313
H 0.6924 1.0135 -3.0173
H -2.8329 -0.4204 0.1717
H -0.2748 -0.8392 0.1118
H -2.7909 0.1708 -1.1652
H 1.4471 -1.3035 -2.4479